Record 1
Below is the molecule C5H14N2O in a non-equilibrium geometry, with properties calculated with the ωB97M-V functional and the def2-TZVPD basis.

Structure (ORCA input):
```
! RIJCOSX wB97M-V def2-TZVPD def2/J DEFGRID3
* xyz 0 1
H -0.183 1.645 -1.043
H 1.029 3.633 1.390
H -0.302 1.364 2.771
H -1.103 -3.004 -0.655
O 0.397 3.171 0.838
C -0.450 1.165 -0.098
H 0.684 -0.631 -0.230
C -0.837 -2.374 -1.527
H 1.525 1.154 2.872
H -0.750 -0.763 0.840
H 1.190 -2.900 -1.287
C -0.374 -0.380 -0.108
H -1.489 1.472 0.081
H 1.563 1.557 0.416
H 0.907 -1.537 -2.100
C 0.603 1.755 0.887
N 0.552 -2.467 -1.942
H -1.566 -2.647 -2.288
H 0.660 0.045 2.012
C 0.621 1.105 2.281
N -1.182 -0.964 -1.170
H -1.493 -0.399 -1.940
*
```

maximum force = 2.18 eV/Å
M = 118.18 g/mol
LUMO energy = 0.9 eV
SMILES string = C[C@H](O)CCNCN
HOMO-LUMO gap = 9.40 eV
HOMO = -8.5 eV

---

Record 2
Below is the molecule C5H14N2O in a non-equilibrium geometry, with properties calculated with the ωB97M-V functional and the def2-TZVPD basis.

Structure (ORCA input):
```
! RIJCOSX wB97M-V def2-TZVPD def2/J DEFGRID3
* xyz 0 1
H 1.538 -0.648 0.246
H -0.150 3.222 0.743
H -1.757 -1.985 -0.969
H 1.437 1.300 1.307
H 0.248 -2.557 0.429
C -0.371 2.154 0.664
C 0.872 1.339 0.373
H -0.809 1.849 1.612
H -0.877 -2.409 1.788
H -2.080 -3.381 -0.118
C -0.682 -2.085 0.761
N -1.845 -2.402 -0.054
C 0.644 -0.124 -0.059
N -0.422 -0.668 0.764
H 1.347 -0.155 -2.074
H -0.219 0.648 -1.867
C 0.390 -0.204 -1.564
H -0.079 -1.150 -1.854
H -1.239 -0.095 0.882
O 1.706 1.947 -0.606
H -1.155 2.104 -0.109
H 1.497 2.872 -0.764
*
```

maximum force = 1.17 eV/Å
M = 118.18 g/mol
LUMO energy = 0.9 eV
SMILES string = C[C@H](O)[C@H](C)NCN
HOMO-LUMO gap = 9.34 eV
HOMO = -8.4 eV

---

Record 3
Below is a cluster of 3 separate species, C5H14N2O in total in a non-equilibrium geometry, with properties calculated with the ωB97M-V functional and the def2-TZVPD basis.

Structure (ORCA input):
```
! RIJCOSX wB97M-V def2-TZVPD def2/J DEFGRID3
* xyz 0 1
H -2.462 0.449 0.231
H 0.881 1.797 -1.223
N 1.171 0.444 0.336
C -0.290 0.607 1.091
O -0.511 1.741 1.462
H 1.143 -1.319 -2.371
C -0.479 -0.598 1.983
C 1.567 1.662 -0.391
H 0.103 -0.456 2.900
H -1.430 1.332 -0.923
H -0.773 -2.198 -0.376
H 1.485 2.520 0.272
H -2.095 -0.233 -1.315
H 1.855 0.235 1.063
C -1.662 0.355 -0.506
H 2.587 1.558 -0.764
H -1.052 -1.910 -2.171
C -0.383 -1.835 -1.317
H 1.163 -0.418 -0.343
H -0.163 -1.523 1.510
N 0.873 -1.550 -1.417
H -1.527 -0.660 2.269
*
```

maximum force = 1.50 eV/Å
M = 118.18 g/mol
LUMO energy = 0.7 eV
HOMO-LUMO gap = 8.03 eV
HOMO = -7.3 eV

---

Record 4
Below is a cluster of 2 separate species, C5H14N2O in total in a non-equilibrium geometry, with properties calculated with the ωB97M-V functional and the def2-TZVPD basis.

Structure (ORCA input):
```
! RIJCOSX wB97M-V def2-TZVPD def2/J DEFGRID3
* xyz 0 1
H 1.156 -3.717 1.179
C 0.107 -1.919 1.423
N 0.022 0.823 -0.327
H -0.226 3.003 -0.580
N -1.882 2.017 -1.533
C -0.849 -0.393 -0.216
H -1.355 2.125 0.578
C -0.381 -1.789 0.033
O 3.621 2.467 -0.591
H 0.025 -1.080 2.124
C -0.807 2.020 -0.447
C 0.746 -3.000 1.802
H -1.229 -2.437 -0.228
H -1.690 -0.226 0.616
H -1.496 1.370 -2.287
H 2.774 2.175 -0.144
H -1.339 -0.591 -1.247
H 3.338 2.081 -1.623
H 1.277 -3.277 2.806
H 0.564 0.969 0.496
H 0.319 -2.269 -0.674
H -2.698 1.648 -1.158
*
```

maximum force = 5.54 eV/Å
M = 118.18 g/mol
LUMO energy = 0.7 eV
SMILES string = C=CCCNCN.O
HOMO-LUMO gap = 10.11 eV
HOMO = -9.4 eV

---

Record 5
Below is a structure of composition C5H14N2O in a non-equilibrium geometry, with properties calculated with the ωB97M-V functional and the def2-TZVPD basis.

Structure (ORCA input):
```
! RIJCOSX wB97M-V def2-TZVPD def2/J DEFGRID3
* xyz 0 1
H 1.077 -1.713 -0.958
H -1.341 0.474 0.347
N -0.368 -1.749 1.780
H 0.049 -0.827 3.625
H -0.170 1.519 2.772
H 1.916 -0.197 -1.293
N -0.630 1.029 0.830
H -0.602 -1.351 0.876
O 0.968 1.664 -2.917
H 1.604 -1.356 -2.606
C -0.688 0.721 2.230
H 1.132 -0.402 2.287
C 0.092 -0.592 2.559
C 1.205 -0.918 -1.690
C -0.084 -0.202 -1.914
H -1.235 -2.117 2.157
H -1.699 0.567 2.638
H -1.029 1.600 -2.614
H -1.015 -0.751 -1.954
H 0.993 2.625 -2.831
C -0.104 1.155 -2.273
H -0.072 0.820 -1.052
*
```

maximum force = 3.34 eV/Å
M = 118.18 g/mol
LUMO energy = -0.7 eV
HOMO-LUMO gap = 5.53 eV
HOMO = -6.2 eV

---

Record 6
Below is the molecule C5H14N2O in a non-equilibrium geometry, with properties calculated with the ωB97M-V functional and the def2-TZVPD basis.

Structure (ORCA input):
```
! RIJCOSX wB97M-V def2-TZVPD def2/J DEFGRID3
* xyz 0 1
H -0.976 -1.845 -1.984
H 0.799 0.345 2.852
H 1.241 -1.115 -0.418
H -0.334 1.173 1.865
H -0.892 0.333 3.238
H -1.178 -0.414 -2.763
C 0.859 -0.281 -1.006
H -2.024 -0.146 0.858
C -0.678 -0.222 -0.814
H 1.019 -0.424 -2.073
C -1.235 -0.828 0.521
H 1.359 0.970 0.591
H -1.003 0.815 -0.788
N -0.352 -0.984 1.672
C -0.190 0.247 2.420
H 0.556 -1.270 1.340
N -1.391 -0.922 -1.906
C 1.568 0.957 -0.456
O 0.934 2.170 -0.884
H 1.082 2.281 -1.830
H 2.637 0.872 -0.676
H -1.800 -1.710 0.240
*
```

maximum force = 1.29 eV/Å
M = 118.18 g/mol
LUMO energy = 0.8 eV
SMILES string = CNC[C@H](N)CCO
HOMO-LUMO gap = 9.63 eV
HOMO = -8.8 eV

---

Going through the records in order, we get relative energy (zero: lowest compared OMol25 entry of this formula, charge and spin) values of 2.225, 1.788, 5.023, 4.561, 7.152, 2.370 eV.
Going through the records in order, we get DFT total energy values of -383.618931, -383.635000, -383.516132, -383.533088, -383.437874, -383.613613 Eh.